1.
Formula: C3H15N2O2
Source: the OMol25 dataset
Level of theory: ωB97M-V with the def2-TZVPD basis set

```
22
Properties=species:S:1:pos:R:3
C 0.4335 0.8274 -1.8878
N -0.3686 0.2774 -2.9404
C -0.3168 0.9385 -0.5648
N -0.4738 -0.4438 0.0482
C -1.1052 -0.3199 1.4113
H 1.2575 0.1092 -1.7408
H 0.7937 1.8891 -1.9980
H 0.1288 -0.3400 -3.5697
H -0.7839 0.9828 -3.5315
H -0.0288 1.6169 0.2645
H -1.3544 1.2779 -0.7357
H 0.4038 -0.9663 0.0405
H -1.1976 -0.9329 -0.5157
H -1.9166 0.4144 1.4127
H -1.5239 -1.2861 1.7700
H -0.3038 -0.0887 2.0995
H -0.4186 2.6125 2.7027
H 1.0986 2.6505 2.4549
O 0.3328 2.0577 2.4585
H 2.0811 -3.5379 1.6321
H 1.4114 -4.2837 0.4903
O 1.8509 -3.4552 0.6994
```

Values from the calculation:
- 2S+1: 1
- Kohn-Sham gap: 0.3924 Eh
- Lowest unoccupied orbital energy: -2.7110 eV
- Total charge: +1

---

2.
Formula: C5H7FOS
Source: the OMol25 dataset
Level of theory: ωB97M-V with the def2-TZVPD basis set

```
15
Properties=species:S:1:pos:R:3
C 1.0328 -2.2646 -0.1770
C 0.0894 -1.9112 0.9643
C -0.2440 -0.7929 1.5758
C 0.2144 1.3053 -0.6694
C -1.1849 1.6104 -0.7771
H 1.0878 -3.4729 -0.3063
H 2.0404 -1.6970 -0.0208
H -0.4031 -2.8264 1.3822
H -0.7930 -0.8565 2.4024
H 0.4720 0.4893 -1.2212
H 0.6420 2.4020 -0.9971
H -1.9641 0.8586 -0.2703
O -1.6142 2.6063 -1.2286
F 0.6097 -1.9297 -1.6107
S 0.4311 0.8711 1.1160
```

Values from the calculation:
- 2S+1: 1
- Kohn-Sham gap: 0.3476 Eh
- SMILES string: O=CCS/C=C\CF
- Lowest unoccupied orbital energy: 0.1481 eV
- Total charge: 0

---

3.
Formula: C11H11N
Source: the OMol25 dataset
Level of theory: ωB97M-V with the def2-TZVPD basis set

```
23
Properties=species:S:1:pos:R:3
C 0.9771 -1.2939 -0.5381
C 2.2507 -1.2433 0.0714
C 2.8881 -0.0003 0.2642
C 2.1554 1.1782 -0.0324
C 0.9236 1.0847 -0.6678
C 0.3177 -0.1646 -0.9055
C -1.5117 -1.3634 0.4182
C -0.6336 -0.3743 0.9404
C -1.0226 1.0026 0.6855
C -2.2457 1.2217 0.0681
C -3.0327 0.1236 -0.2919
H 0.5693 -2.2652 -0.7316
H 2.8055 -2.1683 0.2389
H 3.8425 0.0907 0.7600
H 2.5833 2.1518 0.1243
H 0.3741 1.9884 -0.9407
H -0.6504 -0.2245 -1.3348
H -1.1161 -2.3864 0.5569
H 0.3246 -0.6316 1.2785
H -0.4865 1.8427 1.0827
H -2.6023 2.2163 -0.0067
H -4.0181 0.3563 -0.8149
N -2.6921 -1.1411 -0.2248
```

Values from the calculation:
- 2S+1: 1
- Kohn-Sham gap: 0.2921 Eh
- SMILES string: c1ccccc1.c1ccncc1
- Lowest unoccupied orbital energy: 0.3243 eV
- Total charge: 0

---

4.
Formula: C2H5N4
Source: the OMol25 dataset
Level of theory: ωB97M-V with the def2-TZVPD basis set

```
11
Properties=species:S:1:pos:R:3
C 1.3757 0.2906 -0.0422
C -1.1794 0.3924 -0.2441
N 2.3486 -0.4892 0.1343
N -0.4761 -1.4012 0.0334
N 0.0652 -0.2019 -0.1545
N -1.7036 -0.9170 0.0617
H 1.2450 1.2857 -0.1815
H -0.8878 1.5537 1.3058
H -1.4313 0.9095 -1.1382
H 3.2993 -0.0538 0.1263
H -2.6555 -1.3689 0.0989
```

Values from the calculation:
- 2S+1: 1
- Kohn-Sham gap (spin up / spin down): 0.3239 / 0.3131 Eh
- Lowest unoccupied orbital energy (spin up / spin down): -6.7085 / -7.0105 eV
- Total charge: +1

---

Copy entry 4 word for word.
Formula: C2H5N4
Source: the OMol25 dataset
Level of theory: ωB97M-V with the def2-TZVPD basis set

```
11
Properties=species:S:1:pos:R:3
C 1.3757 0.2906 -0.0422
C -1.1794 0.3924 -0.2441
N 2.3486 -0.4892 0.1343
N -0.4761 -1.4012 0.0334
N 0.0652 -0.2019 -0.1545
N -1.7036 -0.9170 0.0617
H 1.2450 1.2857 -0.1815
H -0.8878 1.5537 1.3058
H -1.4313 0.9095 -1.1382
H 3.2993 -0.0538 0.1263
H -2.6555 -1.3689 0.0989
```

Values from the calculation:
- 2S+1: 1
- Kohn-Sham gap (spin up / spin down): 0.3239 / 0.3131 Eh
- Lowest unoccupied orbital energy (spin up / spin down): -6.7085 / -7.0105 eV
- Total charge: +1

---

> What is the total charge in the third record?

0

---

> What is the 2S+1 in the fourth record?

1